Record 1
C4H11NO in the gas phase at a distorted geometry, computed with the ωB97M-V functional and the def2-TZVPD basis.

Last column: Mulliken charge in e.
Cartesian coordinates (Å):
C: -0.54598 0.21232 -0.10330  0.769
C: 1.61147 -0.74996 -0.56055  -0.314
C: -1.31845 1.45900 -0.49571  -1.523
C: -0.91250 -0.26968 1.29301  -1.395
N: 0.87614 0.42431 -0.21805  -0.390
O: 1.85279 -1.51164 0.59808  -0.499
H: 2.23101 -2.36159 0.34683  0.302
H: 1.07390 1.15151 -0.89364  0.243
H: -0.70295 -0.71234 -0.88245  0.025
H: 2.55962 -0.45444 -1.02743  0.342
H: 0.79867 -1.38369 -1.21421  0.266
H: -0.73039 0.52878 2.01294  0.328
H: -1.04268 2.29057 0.15282  0.377
H: -2.38706 1.28839 -0.38734  0.391
H: -1.10869 1.74573 -1.52581  0.390
H: -1.96606 -0.54252 1.33425  0.375
H: -0.28886 -1.11474 1.57055  0.314

Atoms 1-2, force components in eV/Å:
C -0.216 -1.950 -1.292
C -2.093 -0.875 -0.865

- SMILES = CC(C)NCO
- electronic energy (Eh) = -288.96447
- gap between HOMO and LUMO (eV) = 10.13

=====

Record 2
2 unconnected molecules or ions with the total composition C4H7NO2, computed with the ωB97M-V functional and the def2-TZVPD basis.

Last column: Mulliken charge in e.
Cartesian coordinates (Å):
C: -1.79451 0.72867 -0.11564  -0.992
C: -1.83201 -0.77143 -0.06595  0.216
O: -1.15058 -1.50334 -0.74771  -0.484
C: 1.78297 -0.77875 -0.17694  -0.236
C: 1.38879 0.31923 0.71094  0.428
N: 1.99510 0.68918 -0.44730  -0.395
O: 0.94207 0.74279 1.74249  -0.540
H: -1.61477 1.12922 0.88813  0.268
H: -2.77076 1.09912 -0.45211  0.357
H: -1.01301 1.07209 -0.79848  0.284
H: -2.55569 -1.20532 0.65522  0.338
H: 1.07536 -1.25431 -0.84970  0.254
H: 2.63338 -1.38372 0.13810  0.257
H: 2.91365 1.11659 -0.48105  0.244

Atoms 1-2, force components in eV/Å:
C 0.081 0.000 -0.091
C 0.094 -0.128 -0.149

- SMILES = O=C1CN1.CC=O
- electronic energy (Eh) = -361.77944
- gap between HOMO and LUMO (eV) = 10.68

=====

Record 3
A molecular structure, C22H19MgN9O5S2, computed with the ωB97M-V functional and the def2-TZVPD basis.

Last column: Mulliken charge in e.
Cartesian coordinates (Å):
Mg: -0.65208 -0.45556 -0.99492  1.838
N: 3.94955 -0.28250 -1.18857  -0.013
C: 4.50114 -0.57527 0.03548  -0.784
C: 3.68652 0.01731 0.95253  -0.583
N: 2.63474 0.64556 0.32458  0.044
C: 2.81497 0.42583 -0.95045  0.055
C: 1.91158 0.88490 -2.00296  -0.336
N: 0.66811 1.23759 -1.81010  -0.173
C: 0.21645 1.75253 -3.01129  -0.466
C: 1.22056 1.70553 -3.92413  -0.707
N: 2.31173 1.18653 -3.25289  -0.034
H: 4.14984 -0.79755 -2.03175  0.437
H: 5.36133 -1.21403 0.13154  0.472
H: 3.77607 0.01101 2.02616  0.431
H: -0.79631 2.10162 -3.11296  0.533
H: 1.26425 1.98067 -4.96240  0.426
H: 3.12921 0.80521 -3.69694  0.290
O: -5.39194 -0.02546 -4.91890  -0.704
C: -4.52390 -0.10119 -4.07303  0.552
C: -3.65219 -1.31104 -3.79746  -0.153
O: -3.70558 -2.37406 -4.39216  -0.717
C: -2.76509 -0.90659 -2.70028  0.927
C: -2.98728 0.45991 -2.36014  0.900
O: -2.24273 1.03070 -1.50499  -1.029
C: -4.11642 0.99890 -3.11855  -0.138
O: -4.64051 2.10148 -3.02194  -0.738
O: -1.87849 -1.58376 -2.08553  -0.861
S: 0.49099 -2.31842 0.72965  -0.423
C: 1.97375 -2.85428 0.00733  0.507
C: 2.91715 -3.52365 0.88415  -0.077
N: 3.65349 -4.05661 1.59511  -0.687
C: 2.33847 -2.66281 -1.29270  0.475
S: 1.36563 -1.88316 -2.50757  -0.274
C: 3.67227 -3.03064 -1.71452  -0.094
N: 4.74001 -3.24401 -2.09909  -0.701
C: 0.63405 1.83572 3.86434  -0.682
C: 0.79596 2.42599 2.47962  -0.633
N: -0.06084 1.73932 1.53282  -0.137
C: -0.98713 0.78369 1.85647  0.374
N: -1.41972 0.00313 0.93514  -0.350
C: -2.55847 -0.86948 1.22738  -0.970
C: -2.56281 -1.31474 2.67715  -0.690
C: -2.53429 -0.07629 3.55235  -0.643
N: -1.41290 0.76163 3.16755  0.265
C: -0.84845 1.66579 4.14297  -0.754
H: 1.09812 2.48474 4.60975  0.418
H: 1.10922 0.85207 3.90519  0.280
H: 1.82794 2.34199 2.13504  0.272
H: 0.53566 3.49084 2.51081  0.355
H: 0.31698 1.63355 0.59974  -0.023
H: -2.49832 -1.73792 0.56874  0.429
H: -3.48611 -0.34059 0.98210  0.350
H: -1.66317 -1.90872 2.85855  0.217
H: -3.44038 -1.92389 2.90314  0.419
H: -2.40786 -0.34185 4.60473  0.399
H: -3.47967 0.47523 3.45969  0.247
H: -1.00532 1.22796 5.13041  0.434
H: -1.34780 2.64713 4.13598  0.232

Atoms 1-2, force components in eV/Å:
Mg 0.043 -0.206 0.082
N 0.172 0.289 0.174

- net charge = -2
- electronic energy (Eh) = -2715.47989
- gap between HOMO and LUMO (eV) = 5.54

=====

Record 4
C3H5N3OS in the gas phase at a distorted geometry, computed with the ωB97M-V functional and the def2-TZVPD basis.

Last column: Mulliken charge in e.
Cartesian coordinates (Å):
C: 0.15793 -0.27216 0.50373  0.460
C: -0.49790 -1.29500 -0.33752  -0.378
C: -0.63252 0.97476 -1.78204  0.046
H: 0.56578 1.34556 2.16023  0.245
H: 1.72013 0.47853 2.95050  0.279
H: -0.29615 -2.34745 -0.09692  0.257
H: -1.60735 -1.11826 -0.35857  0.310
H: -0.93392 1.87974 -2.40680  0.302
N: 1.44045 0.74623 2.05408  -0.490
N: 0.90950 -0.45845 1.53482  -0.312
N: -0.61394 -0.16223 -2.38971  -0.380
O: -0.04119 -1.18400 -1.62789  -0.203
S: -0.17081 1.41273 -0.20391  -0.135

Atoms 1-2, force components in eV/Å:
C 1.097 0.724 1.145
C -1.571 -0.670 0.665

- SMILES = N/N=C1/CON=CS1
- electronic energy (Eh) = -754.88348
- gap between HOMO and LUMO (eV) = 9.68

=====

Record 5
A gas-phase ion, C5H14NOS (charge +1) at a distorted geometry, computed with the ωB97M-V functional and the def2-TZVPD basis.

Last column: Mulliken charge in e.
Cartesian coordinates (Å):
C: 0.57426 -2.46987 0.24403  -0.669
O: -0.06725 -3.33631 -0.72703  -0.584
C: 0.18442 -1.02219 -0.07985  0.192
C: 0.12032 -0.12822 1.12562  -1.266
C: -0.03154 1.37960 0.85565  -0.682
S: 1.00539 1.86660 -0.55539  -0.076
C: 0.51260 3.58228 -0.84664  -0.887
N: -1.18112 -1.05464 -0.72829  -0.208
H: 0.26253 -2.77388 1.24960  0.392
H: 1.64717 -2.60117 0.13773  0.332
H: -0.32351 -4.15615 -0.27932  0.347
H: 0.82319 -0.65912 -0.85261  0.338
H: 0.98064 -0.28203 1.76655  0.450
H: -0.71285 -0.43376 1.77188  0.452
H: -1.07993 1.64701 0.70832  0.391
H: 0.34788 1.91989 1.72309  0.464
H: -0.23679 3.56388 -1.63419  0.285
H: 1.38017 4.17382 -1.09152  0.349
H: 0.09354 4.07356 0.00251  0.327
H: -1.81969 -0.37035 -0.32388  0.325
H: -1.39752 -2.06896 -0.73977  0.362
H: -1.08191 -0.84999 -1.72651  0.365

Atoms 1-2, force components in eV/Å:
C -0.305 -0.792 -0.230
O -0.184 0.322 0.613

- net charge = +1
- SMILES = CSCC[C@H]([NH3+])CO
- electronic energy (Eh) = -726.83325
- gap between HOMO and LUMO (eV) = 8.93

=====

Record 6
A molecular structure, C14H27AgNO5Pb at a distorted geometry, computed with the ωB97M-V functional and the def2-TZVPD basis.

Last column: Mulliken charge in e.
Cartesian coordinates (Å):
Pb: -1.07724 -1.87565 -1.42229  1.270
Ag: -2.55248 -4.24496 0.61966  0.749
C: -0.40515 -1.76586 1.99425  -0.259
O: -0.99120 -2.53547 0.93657  -0.309
H: -0.00225 -2.42770 2.76446  0.296
H: 0.35695 -1.10454 1.59678  -0.061
H: -1.22450 -1.27181 2.51852  0.037
C: 3.49906 -1.21710 -2.39179  -1.690
C: 2.35499 -1.30067 -1.36641  1.558
C: 2.97269 -0.91183 -0.00003  -1.240
C: 3.05864 0.59308 0.26849  -0.911
C: 1.71115 1.24164 -0.06210  -1.092
C: 1.18687 0.98978 -1.47351  1.142
N: 1.20677 -0.45460 -1.76269  1.469
O: 0.69903 -0.82505 -2.86364  -0.671
C: 1.93052 1.84712 -2.49192  -1.576
C: -0.29904 1.43220 -1.43673  -1.183
C: 1.92994 -2.76192 -1.22727  -2.553
H: 3.16507 -1.15740 -3.42828  0.377
H: 4.20352 -2.04772 -2.36809  0.447
H: 4.09904 -0.33840 -2.15045  0.362
H: 3.96520 -1.35821 0.02321  0.440
H: 2.37589 -1.32876 0.81699  0.429
H: 3.81464 1.07746 -0.35526  0.399
H: 3.34902 0.76303 1.30278  0.419
H: 1.89352 2.30733 0.07939  0.560
H: 0.98787 0.91334 0.69285  0.170
H: 3.00436 1.68450 -2.43841  0.329
H: 1.73522 2.89787 -2.27344  0.440
H: 1.56510 1.71614 -3.51093  0.420
H: -0.49110 2.30343 -0.81395  0.414
H: -0.91972 0.61621 -1.01989  -0.148
H: -0.61233 1.71591 -2.44238  0.350
H: 1.72347 -3.25891 -2.17745  0.402
H: 1.17744 -2.90815 -0.42928  0.799
H: 2.75272 -3.33832 -0.79817  0.469
C: -2.87367 2.38367 1.88067  -1.189
C: -3.99897 1.44135 1.50605  0.579
C: -3.89603 0.05212 2.16569  0.070
O: -5.04717 -0.06371 2.96788  -0.406
C: -5.83728 1.04937 2.81000  0.546
O: -6.90876 1.14294 3.28298  -0.442
O: -5.19969 1.95709 2.04318  -0.363
H: -2.94147 3.31096 1.31026  0.389
H: -1.91249 2.00911 1.49257  0.101
H: -2.73968 2.52396 2.94996  0.391
H: -3.96529 1.33879 0.41779  0.196
H: -3.01159 -0.02968 2.80385  -0.014
H: -3.81160 -0.78200 1.45957  0.087

Atoms 1-2, force components in eV/Å:
Pb 0.752 -0.104 1.111
Ag 0.495 0.431 0.768

- net charge = +2
- electronic energy (Eh) = -1319.67905
- 2S+1 = 2
- gap between HOMO and LUMO (alpha / beta) (eV) = 5.94 / 5.96